Model w:
Density functional theory data (the ωB97M-V functional and the def2-TZVPD basis) for a structure of composition C7H12N2O.

Each line ends with the Mulliken charge.
Atoms and positions in Å:
1 C -3.66876 -0.07830 0.10886  -0.60
2 C -0.43359 0.51949 -0.18480  0.23
3 C 1.23331 1.63227 -0.12614  -0.38
4 C 1.31511 -0.00613 1.03910  -0.41
5 C 1.10224 -0.10238 -0.94201  -0.13
6 C 0.30135 -1.07720 -0.38878  -0.66
7 C 2.03482 -1.28416 -0.13987  -0.81
8 H -3.79402 0.09730 1.25764  0.20
9 H -4.23851 -0.87247 -0.04552  0.31
10 H -3.81058 0.82820 -0.54660  0.27
11 H 1.12827 2.54440 0.46566  0.35
12 H 1.43339 2.08955 -1.14289  0.29
13 H 1.21796 -0.93767 1.74758  0.47
14 H 0.39589 0.66251 1.53701  0.37
15 H 1.95831 -0.16848 -1.66516  0.35
16 H 0.50739 0.67617 -1.65229  0.35
17 H -0.11747 -1.86006 0.39687  0.41
18 H 2.14960 -2.03182 0.68913  0.32
19 H 2.86963 -1.53469 -0.80011  0.29
20 N -1.62951 0.80163 -0.07497  -0.53
21 N 2.38212 0.57208 0.48147  -0.52
22 O -2.33694 -0.47025 -0.01418  -0.18

orbital gap	6.0	eV
total charge	0
HOMO	-6.30	eV
E_LUMO	-0.27	eV

***

Model x:
Density functional theory data (the ωB97M-V functional and the def2-TZVPD basis) for an isolated molecule of C7H12N2O.

Each line ends with the Mulliken charge.
Atoms and positions in Å:
1 C 2.90964 1.08774 0.49639  -1.00
2 C 1.68418 0.31560 0.13429  0.72
3 N 0.54047 0.22085 0.63875  -0.74
4 C -0.25437 -0.64152 -0.08822  1.38
5 C -0.44047 -1.95032 0.69891  -1.51
6 C -1.57390 -0.06765 -0.49921  -0.70
7 C -2.37430 0.82265 0.40874  -0.39
8 C -1.63028 1.48944 -0.69407  -0.60
9 N 0.50841 -0.88755 -1.35794  -0.37
10 O 1.82076 -0.31706 -1.03550  -0.34
11 H 3.58008 1.22272 -0.37670  0.31
12 H 3.47675 0.59372 1.34428  0.23
13 H 2.56425 2.06788 0.79635  0.27
14 H 0.47354 -2.04124 1.31417  0.36
15 H -0.58437 -2.81541 0.02450  0.34
16 H -1.24667 -1.69645 1.32566  0.42
17 H -2.04395 -0.91559 -1.05766  0.40
18 H -2.13299 0.96897 1.49387  0.26
19 H -3.41202 0.50619 0.14959  0.29
20 H -2.03245 2.12972 -1.54695  0.26
21 H -0.52345 1.80190 -0.55689  0.09
22 H 0.69115 -1.89459 -1.61236  0.32

orbital gap	9.6	eV
total charge	0
HOMO	-8.60	eV
E_LUMO	1.00	eV

***

Model y:
Density functional theory data (the ωB97M-V functional and the def2-TZVPD basis) for an isolated molecule of C7H12N2O.

Each line ends with the Mulliken charge.
Atoms and positions in Å:
1 C 1.95153 -1.54687 0.16177  -1.12
2 C 0.77027 -1.12140 -0.70239  -0.86
3 C -0.13300 -0.03647 -0.08615  1.37
4 C 0.70633 1.15496 0.39353  0.22
5 N 1.55894 1.80931 -0.39784  -0.47
6 O 0.99898 1.41793 1.59217  -0.76
7 C -0.98091 -0.52276 1.06921  -0.80
8 C -2.25686 -0.18203 0.89531  -0.47
9 C -2.43553 0.59102 -0.37891  -0.58
10 N -1.14789 0.41431 -1.05258  -0.47
11 H 2.38686 -2.47912 -0.22189  0.40
12 H 2.74681 -0.78730 0.16659  0.29
13 H 1.64931 -1.72392 1.20377  0.27
14 H 1.13243 -0.75817 -1.67711  0.23
15 H 0.11862 -1.98370 -0.90545  0.36
16 H 1.28399 1.84864 -1.37219  0.22
17 H 2.08878 2.31270 0.56751  0.43
18 H -0.56531 -1.05851 1.92098  0.38
19 H -3.07960 -0.42186 1.56859  0.43
20 H -2.66953 1.64986 -0.15784  0.24
21 H -3.26357 0.20224 -0.99294  0.34
22 H -0.86063 1.22113 -1.59415  0.33

orbital gap	9.6	eV
total charge	0
HOMO	-8.83	eV
E_LUMO	0.82	eV

***

Most stable one: model y, least stable one: model w.

***

Model w:
Density functional theory data (the ωB97M-V functional and the def2-TZVPD basis) for an isolated molecule of C3H4ClN3S.

Each line ends with the Mulliken charge.
Atoms and positions in Å:
1 N 2.52834 -0.13733 0.31244  -0.44
2 C 1.38144 -0.65101 0.06216  0.40
3 N 1.02348 -1.96490 -0.09594  -0.60
4 C -0.38847 -1.82556 -0.18546  -0.22
5 C -0.82504 -0.52273 -0.17486  0.06
6 Cl -2.49210 0.10416 0.13583  -0.19
7 N 0.26029 0.23293 0.13106  0.06
8 S 0.56794 1.86451 -0.23317  -0.20
9 H 3.33693 -0.72390 0.49107  0.27
10 H 2.76924 0.58711 -0.45779  0.25
11 H -0.79524 -2.80459 -0.37687  0.43
12 H 0.27527 2.41954 1.12118  0.19

orbital gap	8.4	eV
total charge	0
HOMO	-8.12	eV
E_LUMO	0.30	eV

***

Model x:
Density functional theory data (the ωB97M-V functional and the def2-TZVPD basis) for an isolated molecule of C3H4ClN3S.

Each line ends with the Mulliken charge.
Atoms and positions in Å:
1 N -1.21577 -2.31312 0.62917  -0.67
2 N -1.05612 -0.93919 0.34466  0.71
3 N -1.99296 0.04307 0.68021  -0.85
4 C -1.40634 1.15013 0.51584  -0.13
5 C 0.04501 1.03007 0.14523  -0.03
6 S 1.22452 2.09663 -0.52623  -0.28
7 C 0.04241 -0.33157 -0.12213  0.20
8 Cl 1.29039 -1.29547 -0.58371  -0.17
9 H -1.05043 -2.56843 1.75231  0.28
10 H -2.19184 -2.50847 0.28496  0.29
11 H -1.92316 2.05218 0.58923  0.51
12 H 1.40407 2.87460 0.90450  0.15

orbital gap	8.9	eV
total charge	0
HOMO	-8.53	eV
E_LUMO	0.35	eV

***

Most stable one: model w, least stable one: model x.

***

Model w:
Density functional theory data (the ωB97M-V functional and the def2-TZVPD basis) for a cluster of 9 separate species, C13H44O13 in total.

Each line ends with the Mulliken charge.
Atoms and positions in Å:
1 O 21.65741 -19.64044 2.38423  -0.61
2 C 21.41598 -18.53708 3.21059  -0.92
3 C 19.94747 -18.61631 3.72166  1.38
4 O 18.94684 -18.56862 2.61980  -0.62
5 H 21.41243 -19.40419 1.48657  0.38
6 H 22.13870 -18.37487 4.01027  0.19
7 H 21.38822 -17.62526 2.61402  0.50
8 H 19.83612 -17.77887 4.41042  0.00
9 H 19.62376 -19.49233 4.28371  -0.87
10 H 18.66140 -19.45883 2.40150  0.31
11 O 18.90846 -22.87347 6.88811  -0.63
12 C 19.70654 -21.75531 6.41073  0.52
13 C 20.42158 -21.97974 5.07427  -0.58
14 O 21.53285 -21.10318 4.76168  -0.49
15 H 18.18842 -22.42405 7.33661  0.48
16 H 19.18190 -20.84369 6.12470  -0.40
17 H 20.26492 -21.43963 7.29202  0.26
18 H 19.67802 -21.98941 4.27732  0.32
19 H 20.74774 -23.01908 5.11302  0.38
20 H 21.41070 -20.40205 4.11741  0.37
21 O 23.87420 -21.06790 6.22663  -0.51
22 C 24.30270 -19.72565 6.49257  -0.57
23 C 23.29198 -18.95202 7.42357  -0.35
24 O 21.90497 -19.06816 7.06457  -0.26
25 H 23.04185 -20.90970 5.77524  0.41
26 H 25.19782 -19.85773 7.10035  0.40
27 H 24.54522 -19.21200 5.56228  0.25
28 H 23.51212 -17.89056 7.30982  0.31
29 H 23.47944 -19.25406 8.45397  0.32
30 H 21.67055 -18.30034 6.53815  0.07
31 O 18.45246 -14.96391 3.86079  -0.37
32 C 17.76527 -13.66615 3.77940  -0.87
33 C 18.71722 -12.55208 4.25640  -0.15
34 O 18.71940 -12.71697 5.66233  -0.50
35 H 18.32767 -15.32761 4.74041  0.27
36 H 17.56504 -13.30787 2.76962  0.32
37 H 16.85205 -13.62121 4.37278  0.43
38 H 18.18587 -11.61443 4.09331  0.29
39 H 19.71216 -12.53541 3.81151  0.29
40 H 17.99844 -13.28649 5.94062  0.26
41 C 16.08588 -15.32453 8.61850  -0.69
42 O 15.87044 -16.66451 8.66006  -0.53
43 H 17.06135 -15.10558 9.05284  0.30
44 H 16.33002 -14.91712 7.63742  0.16
45 H 15.27337 -14.70086 8.99125  0.39
46 H 15.60466 -16.97197 9.52979  0.31
47 C 16.05550 -19.65787 4.47735  -0.27
48 O 14.71657 -19.87563 4.63718  -0.56
49 H 16.68214 -19.59024 5.36664  -0.08
50 H 16.58930 -20.40859 3.89461  0.23
51 H 16.12135 -18.69734 3.96634  0.36
52 H 14.38855 -19.28513 5.31931  0.33
53 C 18.39119 -18.01936 7.16354  1.02
54 O 17.71051 -16.98928 6.60827  -0.28
55 H 19.29347 -18.27682 6.60883  -0.67
56 H 18.64350 -17.67549 8.16663  0.40
57 H 17.75953 -18.89859 7.29030  -0.69
58 H 17.06357 -16.79582 7.29064  0.21
59 C 20.93286 -15.74721 8.99726  -0.25
60 O 22.09329 -15.01511 8.66279  -0.52
61 H 20.90490 -16.73891 8.54577  -0.08
62 H 20.86079 -15.94447 10.06684  0.36
63 H 20.09202 -15.19158 8.58210  0.22
64 H 22.17855 -14.41798 9.40963  0.31
65 C 15.67212 -21.11755 7.79435  -0.15
66 O 16.67092 -22.07249 8.17944  -0.57
67 H 16.15695 -20.14135 7.80252  -0.23
68 H 15.41438 -21.30197 6.75144  0.31
69 H 14.90136 -20.99447 8.55520  0.37
70 H 16.29295 -22.90136 8.48228  0.28

orbital gap	9.3	eV
total charge	0
HOMO	-9.29	eV
E_LUMO	0.06	eV

***

Model x:
Density functional theory data (the ωB97M-V functional and the def2-TZVPD basis) for a cluster of 9 separate species, C13H44O13 in total.

Each line ends with the Mulliken charge.
Atoms and positions in Å:
1 O -3.62418 -0.20366 1.54286  -0.62
2 C -3.45601 -1.11687 0.46540  0.11
3 C -4.23686 -0.66656 -0.75154  -0.73
4 O -3.43371 0.27272 -1.52237  -0.34
5 H -3.40978 -0.71980 2.32685  0.28
6 H -2.40374 -1.26627 0.18375  -0.20
7 H -3.69798 -2.16119 0.69422  0.50
8 H -5.20301 -0.29151 -0.41623  0.37
9 H -4.31333 -1.52606 -1.42030  0.40
10 H -4.12957 0.71759 -2.02144  0.22
11 O -3.16505 2.55809 0.97473  -0.66
12 C -1.80317 2.72929 0.53378  0.61
13 C -1.45669 4.20679 0.43244  -0.41
14 O -2.44808 4.91893 -0.32277  -0.55
15 H -3.35082 1.61179 1.02353  0.33
16 H -1.20554 2.21256 1.28791  0.13
17 H -1.79939 2.16512 -0.40436  -0.20
18 H -0.54661 4.42775 -0.12844  0.15
19 H -1.46381 4.55911 1.46753  0.32
20 H -2.26165 5.85210 -0.19305  0.30
21 O -1.78027 -5.73355 -2.34102  -0.53
22 C -0.93772 -5.37911 -1.25807  -0.20
23 C 0.50049 -5.10840 -1.72492  -0.35
24 O 0.64948 -3.72143 -1.98588  -0.45
25 H -1.43592 -6.48899 -2.81945  0.32
26 H -1.29264 -4.53618 -0.66743  0.11
27 H -0.94035 -6.17998 -0.50517  0.30
28 H 0.88002 -5.68125 -2.56815  0.34
29 H 1.14014 -5.34550 -0.86363  0.25
30 H 0.72203 -3.20392 -1.16530  0.48
31 O 4.34144 4.83403 -2.15849  -0.52
32 C 3.00845 4.41044 -2.08277  -0.45
33 C 2.73860 3.23963 -1.05895  -0.29
34 O 3.22445 1.94593 -1.39420  -0.44
35 H 4.62838 4.88911 -3.07108  0.31
36 H 2.37932 5.25453 -1.78371  0.24
37 H 2.59760 4.10168 -3.05017  0.36
38 H 1.68181 3.11240 -0.80764  0.18
39 H 3.29926 3.49656 -0.15819  0.30
40 H 2.71178 1.72882 -2.18310  0.28
41 C 0.88629 2.27582 4.30681  -0.78
42 O 0.90708 1.68277 3.04231  -0.40
43 H 0.05486 1.95732 4.95101  0.28
44 H 1.77558 2.06320 4.90420  0.30
45 H 0.67213 3.34680 4.29898  0.27
46 H 0.40122 0.86747 2.98193  0.23
47 C -1.04327 -0.35293 -3.22960  0.02
48 O -1.42097 0.18988 -4.48050  -0.55
49 H -1.06847 0.38403 -2.42352  -0.29
50 H -1.58727 -1.22625 -2.87374  0.18
51 H -0.01001 -0.71558 -3.14006  0.34
52 H -1.29926 1.13847 -4.40747  0.33
53 C 4.50637 -1.80740 0.18111  -0.49
54 O 3.71110 -2.47987 1.15976  -0.50
55 H 5.53285 -1.70901 0.52841  0.38
56 H 4.50394 -2.37634 -0.75294  0.24
57 H 4.05748 -0.87550 -0.17752  0.10
58 H 4.10740 -2.22144 1.99608  0.29
59 C 0.94852 -0.53907 -0.14125  -0.05
60 O 1.02016 -1.95483 0.05972  -0.64
61 H 1.68010 -0.07649 0.52182  0.47
62 H 1.05780 -0.16089 -1.16012  -0.17
63 H -0.03912 -0.15637 0.13532  -0.19
64 H 1.90197 -2.00637 0.45443  0.30
65 C -0.21624 -1.53847 4.19814  -0.72
66 O -0.47085 -1.09348 2.91519  -0.26
67 H -0.94218 -2.27365 4.56133  0.33
68 H 0.81478 -1.88347 4.32863  0.28
69 H -0.31887 -0.74511 4.94642  0.21
70 H -0.83052 -1.62797 2.20994  0.20

orbital gap	9.6	eV
total charge	0
HOMO	-9.34	eV
E_LUMO	0.24	eV

***

Most stable one: model x, least stable one: model w.